# 1
This record from the Open Molecules 2025 dataset describes a molecular structure, C31H36N5O3SV in a non-equilibrium geometry. The level of theory is the ωB97M-V functional and the def2-TZVPD basis.

The geometry in ORCA input format:
```
! RIJCOSX wB97M-V def2-TZVPD def2/J DEFGRID3
* xyz 1 4
V 0.68 0.39 -0.17
C 0.87 -4.56 1.94
O 1.62 -3.48 2.57
C 1.32 -2.36 1.87
N 0.49 -2.44 0.92
C -0.04 -3.83 0.93
C -1.51 -3.86 1.32
C -2.34 -4.84 0.79
C -3.68 -4.92 1.17
C -4.20 -4.01 2.08
C -3.38 -3.03 2.62
C -2.04 -2.95 2.24
C 1.97 -1.12 2.31
C 2.90 -1.15 3.30
C 3.50 0.05 3.76
C 3.09 1.22 3.20
C 2.13 1.19 2.18
N 1.56 0.03 1.68
C 1.65 2.36 1.55
N 0.80 2.30 0.54
C 0.48 3.71 0.16
C 1.36 4.54 1.13
O 2.02 3.56 1.99
C 0.80 4.11 -1.26
C -0.04 4.96 -1.95
C 0.26 5.35 -3.25
C 1.41 4.89 -3.86
C 2.28 4.05 -3.16
C 1.98 3.67 -1.86
H 1.57 -5.24 1.48
H 0.31 -5.07 2.71
H 0.06 -4.26 -0.06
H -1.94 -5.55 0.07
H -4.31 -5.69 0.74
H -5.24 -4.07 2.37
H -3.78 -2.32 3.34
H -1.40 -2.19 2.67
H 3.16 -2.11 3.74
H 4.24 0.04 4.55
H 3.48 2.19 3.51
H -0.57 3.88 0.36
H 2.12 5.09 0.60
H 0.79 5.22 1.75
H -0.96 5.32 -1.47
H -0.42 6.01 -3.79
H 1.65 5.18 -4.88
H 3.19 3.69 -3.63
H 2.65 3.01 -1.32
C -2.65 -0.99 -0.49
C -1.76 -2.07 -1.09
N -0.51 -1.54 -1.63
C -0.56 -1.18 -3.04
C -1.33 0.12 -3.27
S -0.81 1.47 -2.16
C -2.34 1.93 -1.30
C -2.45 1.37 0.14
N -1.87 0.03 0.23
H -3.21 -0.49 -1.27
H -3.38 -1.46 0.17
H -1.52 -2.79 -0.31
H -2.32 -2.61 -1.86
H 0.24 -2.21 -1.47
H 0.46 -1.06 -3.40
H -1.03 -1.96 -3.64
H -1.15 0.47 -4.28
H -2.40 -0.02 -3.16
H -2.37 3.01 -1.27
H -3.17 1.61 -1.92
H -1.91 2.02 0.82
H -3.50 1.40 0.43
H -1.78 -0.24 1.20
C 3.86 -0.35 -0.60
C 2.44 0.01 -0.84
O 1.86 -0.08 -1.93
H 4.44 -0.40 -1.52
H 3.87 -1.33 -0.11
H 4.31 0.35 0.11
*
```

The HOMO energy (alpha / beta) comes out at -8.6 / -11.2 eV. The calculation puts the LUMO energy (alpha / beta) at -2.383 / -2.842 eV. For the relative energy (zero: lowest compared OMol25 entry of this formula, charge and spin), the calculation gives 61.8 kJ/mol. Its expectation value of S² is 3.79.


# 2
This record from the Open Molecules 2025 dataset describes a molecular structure, C31H37BN11O2W. The level of theory is the ωB97M-V functional and the def2-TZVPD basis.

The geometry in ORCA input format:
```
! RIJCOSX wB97M-V def2-TZVPD def2/J DEFGRID3
* xyz 2 2
W -0.59 -0.08 -0.31
C -1.89 -1.23 -3.63
C -1.36 -2.20 -2.63
C -1.30 -3.58 -2.81
C -0.62 -4.08 -1.72
N -0.30 -3.07 -0.92
N -0.77 -1.89 -1.45
B 0.59 -2.95 0.33
N 1.66 -1.84 -0.02
C 2.98 -2.04 -0.12
C 3.60 -0.88 -0.53
C 2.59 0.06 -0.68
C 2.68 1.48 -1.10
N 1.41 -0.53 -0.37
N -0.35 -2.46 1.48
C -0.78 -3.15 2.53
C -1.66 -2.37 3.26
C -1.73 -1.17 2.59
C -2.57 0.01 2.99
N -0.94 -1.21 1.49
N 1.31 -4.18 0.72
C 2.01 -4.42 1.87
C 2.83 -5.49 1.65
C 2.58 -5.87 0.31
C 3.19 -7.00 -0.45
N 1.69 -5.08 -0.25
H -2.90 -0.91 -3.38
H -1.93 -1.73 -4.59
H -1.26 -0.36 -3.72
H -1.68 -4.13 -3.65
H -0.30 -5.08 -1.48
H 3.40 -3.01 0.11
H 4.65 -0.73 -0.71
H 3.42 1.59 -1.89
H 3.01 2.11 -0.27
H 1.73 1.85 -1.46
H -0.45 -4.17 2.69
H -2.18 -2.64 4.16
H -2.99 -0.19 3.97
H -3.40 0.16 2.30
H -1.98 0.92 3.05
H 1.90 -3.80 2.75
H 3.50 -5.95 2.35
H 3.88 -7.56 0.18
H 3.74 -6.63 -1.32
H 2.42 -7.69 -0.81
O 3.30 4.47 4.94
C 3.72 4.11 3.65
N 2.57 3.52 2.99
C 1.76 4.29 2.22
O 2.02 5.40 1.81
C 0.45 3.66 1.80
C -0.68 4.46 1.69
C -1.86 3.89 1.25
C -1.86 2.56 0.86
N -0.76 1.80 0.92
C 0.37 2.34 1.42
H 4.04 4.83 5.44
H 4.52 3.37 3.68
H 4.02 4.97 3.05
H 2.13 2.78 3.52
H -0.62 5.51 1.95
H -2.77 4.46 1.18
H -2.76 2.10 0.48
H 1.23 1.68 1.49
C -3.99 0.63 -1.07
C -3.40 1.73 -1.92
C -4.25 2.66 -2.49
C -3.76 3.69 -3.27
C -2.39 3.80 -3.51
C -1.50 2.89 -2.98
C -0.03 3.01 -3.24
C -2.02 1.85 -2.17
N -1.14 0.95 -1.60
H -4.51 1.04 -0.20
H -3.25 -0.09 -0.71
H -4.73 0.06 -1.63
H -5.32 2.58 -2.31
H -4.44 4.41 -3.71
H -2.02 4.60 -4.14
H 0.15 3.66 -4.09
H 0.42 2.04 -3.45
H 0.48 3.45 -2.38
*
```

The HOMO energy (alpha / beta) comes out at -14.0 / -14.1 eV. The calculation puts the LUMO energy (alpha / beta) at -6.819 / -6.752 eV. For the relative energy (zero: lowest compared OMol25 entry of this formula, charge and spin), the calculation gives 62.7 kJ/mol. Its expectation value of S² is 0.78.


# 3
This record from the Open Molecules 2025 dataset describes a molecular structure, C31H37ClN3OPtSeSi in a non-equilibrium geometry. The level of theory is the ωB97M-V functional and the def2-TZVPD basis.

The geometry in ORCA input format:
```
! RIJCOSX wB97M-V def2-TZVPD def2/J DEFGRID3
* xyz -1 1
Pt -0.27 0.04 0.18
Cl -4.25 -5.89 1.51
C -3.05 -4.64 1.37
C -1.74 -4.92 1.74
C -0.79 -3.93 1.59
C -1.09 -2.65 1.08
O -0.10 -1.84 0.93
C -2.47 -2.36 0.78
C -2.97 -1.09 0.42
N -2.26 0.00 0.23
C -2.79 1.23 -0.03
C -4.15 1.58 0.05
C -4.56 2.87 -0.24
C -3.66 3.84 -0.64
C -2.30 3.54 -0.74
C -1.32 4.45 -1.19
C 0.00 4.05 -1.25
C 0.36 2.78 -0.85
N -0.55 1.89 -0.43
C -1.85 2.23 -0.39
C -3.41 -3.40 0.91
H -1.46 -5.88 2.12
H 0.24 -4.11 1.88
H -4.05 -1.03 0.28
H -4.89 0.85 0.36
H -5.61 3.12 -0.14
H -4.00 4.84 -0.89
H -1.63 5.43 -1.52
H 0.76 4.73 -1.61
H 1.38 2.44 -0.89
H -4.44 -3.21 0.64
C -0.98 -3.97 -3.44
Si -0.58 -2.20 -4.06
C -1.42 -1.99 -5.78
C 1.31 -2.13 -4.39
Se -1.24 -0.49 -2.74
H -0.80 -4.71 -4.22
H -2.01 -4.06 -3.13
H -0.37 -4.23 -2.58
H -1.00 -2.66 -6.51
H -1.30 -0.97 -6.13
H -2.49 -2.18 -5.72
H 1.60 -2.72 -5.25
H 1.86 -2.49 -3.53
H 1.62 -1.10 -4.57
C 4.02 3.28 3.90
C 2.81 2.55 3.39
C 1.60 2.67 4.07
C 0.50 1.94 3.63
C -0.83 1.98 4.33
C 0.62 1.13 2.52
C 1.80 1.05 1.74
C 2.91 1.77 2.25
N 1.74 0.33 0.60
C 2.88 -0.30 -0.04
C 3.65 -1.17 0.97
C 2.30 -1.20 -1.14
C 3.85 0.69 -0.72
H 3.75 3.95 4.71
H 4.49 3.86 3.11
H 4.76 2.57 4.28
H 1.52 3.29 4.94
H -0.73 2.39 5.33
H -1.25 0.98 4.40
H -1.54 2.59 3.77
H -0.20 0.46 2.27
H 3.87 1.73 1.76
H 2.98 -1.93 1.36
H 4.01 -0.56 1.80
H 4.50 -1.65 0.48
H 1.67 -1.96 -0.69
H 3.10 -1.68 -1.70
H 1.69 -0.60 -1.82
H 4.44 1.25 0.00
H 3.30 1.39 -1.35
H 4.54 0.13 -1.35
*
```

The HOMO energy comes out at -3.2 eV. The calculation puts the LUMO energy at 1.202 eV.


| no. | electronic energy (Ha) |
| --- | --- |
| 1 | -3044.40115 |
| 2 | -2047.91073 |
| 3 | -4713.56403 |